Entry 1:
Entry from the OMol25 dataset: an isolated molecule of C7H8BrNO3 in a non-equilibrium geometry (wB97M-V/def2-TZVPD).

- F_max (eV/A) = 9.71
- LUMO energy (eV) = -1.25
- energy above the lowest of the compared OMol25 structures with the same formula, charge and spin (eV) = 2.635
- net charge = 0

Last column: Löwdin charge in e.
Atoms and positions in Å:
C  -1.980  1.487  0.901  -0.142
C  -1.758  0.009  0.190  -0.237
C  -1.099  0.157  -1.305  -0.221
N  0.334  0.655  -1.320  0.006
C  1.244  -0.247  -0.508  -0.109
C  2.479  0.044  0.284  -0.445
Br  3.307  1.867  0.414  0.639
C  2.920  -1.392  0.946  -0.218
O  4.097  -1.878  1.348  0.036
O  1.577  -2.045  1.031  -0.007
C  1.031  -1.864  -0.328  -0.193
O  0.536  -2.734  -1.213  0.045
H  -0.944  1.895  1.263  0.075
H  -2.690  1.329  1.839  0.086
H  -2.537  2.180  0.138  0.079
H  -1.121  -0.626  0.946  0.107
H  -2.819  -0.534  0.132  0.124
H  -1.214  -0.894  -1.836  0.125
H  -1.740  0.940  -1.934  0.137
H  0.378  1.651  -0.987  0.115

Forces on the atoms, in the same order (eV/Å):
C -0.4334 -1.1268 0.0170
C -0.6721 0.6059 0.5589
C -1.6435 -0.5354 -0.0112
N 1.1018 -2.3254 2.6274
C 1.8513 1.1101 1.2094
C -2.9739 -1.7696 -1.9929
Br -0.9382 -2.5677 -0.1602
C 4.5198 0.0240 1.3197
O -8.7611 3.2530 -2.6499
O 1.8829 -1.2005 -2.9381
C -1.8813 -1.4230 -3.8101
O 3.3929 5.6657 6.7733
H -2.0911 -0.4870 -0.7724
H 1.6225 0.4787 -1.9298
H 1.2705 -1.0908 1.5575
H -0.9775 1.0586 -1.7218
H 2.3519 1.1887 -0.1446
H 0.6600 2.2978 0.9639
H 1.4425 -1.6922 1.4135
H 0.2761 -1.4642 -0.3097



Entry 2:
Entry from the OMol25 dataset: a structure of composition C49H43BF2N2O5P2STa in a non-equilibrium geometry (wB97M-V/def2-TZVPD).

- F_max (eV/A) = 3.88
- LUMO energy (eV) = -8.89
- energy above the lowest of the compared OMol25 structures with the same formula, charge and spin (eV) = 3.036
- net charge = +3

Last column: Löwdin charge in e.
Atoms and positions in Å:
Ta  0.161  1.154  -0.299  1.993
O  0.325  0.713  1.682  -0.506
P  1.318  0.845  2.876  0.889
C  2.611  -0.422  2.701  -0.247
P  2.205  -1.432  1.212  0.820
O  1.913  -0.491  0.052  -0.422
C  0.770  -2.398  1.752  -0.277
C  0.831  -3.163  2.918  -0.072
C  -0.250  -3.938  3.303  -0.041
C  -1.399  -3.967  2.524  -0.037
C  -1.472  -3.199  1.371  -0.043
C  -0.394  -2.416  0.988  -0.081
C  3.621  -2.488  0.917  -0.279
C  4.165  -2.606  -0.360  -0.070
C  5.207  -3.492  -0.583  -0.043
C  5.698  -4.267  0.458  -0.030
C  5.180  -4.125  1.739  -0.039
C  4.149  -3.233  1.974  -0.074
C  2.155  2.428  2.722  -0.285
C  1.867  3.502  3.533  -0.039
C  2.494  4.731  3.303  0.003
C  3.419  4.870  2.283  -0.001
C  3.720  3.788  1.465  -0.009
C  3.047  2.570  1.629  -0.132
C  0.476  0.573  4.419  -0.303
C  1.116  0.919  5.611  -0.068
C  0.497  0.644  6.819  -0.032
C  -0.748  0.026  6.835  -0.023
C  -1.366  -0.350  5.648  -0.036
C  -0.753  -0.088  4.434  -0.090
H  2.611  -1.055  3.588  0.079
H  3.600  0.024  2.590  0.093
H  1.714  -3.169  3.542  0.098
H  -0.190  -4.525  4.210  0.123
H  -2.235  -4.589  2.816  0.123
H  -2.367  -3.219  0.763  0.117
H  -0.459  -1.820  0.090  0.059
H  3.790  -1.990  -1.168  0.093
H  5.641  -3.581  -1.569  0.121
H  6.494  -4.978  0.278  0.125
H  5.582  -4.707  2.558  0.123
H  3.788  -3.113  2.986  0.096
H  1.157  3.403  4.345  0.119
H  2.255  5.575  3.936  0.132
H  3.913  5.819  2.123  0.134
H  4.447  3.892  0.671  0.141
H  3.423  1.692  1.110  0.121
H  2.090  1.397  5.597  0.121
H  0.985  0.907  7.747  0.126
H  -1.232  -0.175  7.781  0.127
H  -2.323  -0.853  5.671  0.123
H  -1.206  -0.413  3.504  0.107
C  -3.066  -0.438  -7.389  -0.018
C  -2.313  0.230  -6.284  -0.222
C  -1.212  -0.380  -5.680  0.003
C  -0.534  0.233  -4.644  -0.046
C  -0.958  1.475  -4.195  -0.265
C  -2.007  2.141  -4.827  -0.027
C  -2.674  1.512  -5.856  0.008
S  -0.118  2.250  -2.863  0.745
O  0.297  3.563  -3.190  -0.172
O  0.909  1.309  -2.298  -0.407
N  -1.010  2.260  -1.464  -0.243
C  -2.039  3.164  -1.175  -0.224
C  -2.576  4.129  -1.992  0.025
C  -3.653  4.918  -1.552  -0.013
C  -4.160  4.775  -0.291  0.020
C  -3.550  3.871  0.609  -0.122
C  -3.900  3.774  1.970  0.053
C  -3.153  2.975  2.796  0.002
C  -2.091  2.240  2.262  -0.079
N  -1.782  2.245  0.980  0.056
C  -2.480  3.069  0.157  -0.162
H  -2.841  -1.500  -7.448  0.087
H  -2.799  0.016  -8.347  0.107
H  -4.140  -0.303  -7.267  0.096
H  -0.874  -1.346  -6.033  0.131
H  0.346  -0.221  -4.217  0.098
H  -2.285  3.142  -4.536  0.103
H  -3.484  2.033  -6.350  0.136
H  -2.142  4.321  -2.961  0.102
H  -4.070  5.658  -2.221  0.130
H  -4.998  5.373  0.042  0.136
H  -4.733  4.353  2.349  0.142
H  -3.365  2.905  3.853  0.125
H  -1.482  1.627  2.906  0.074
F  0.621  3.849  0.670  0.170
B  1.422  2.945  0.046  -0.741
F  2.087  3.403  -1.024  0.180
C  1.343  -2.000  -2.591  -0.005
C  -0.128  -1.847  -2.342  -0.384
O  -0.582  -0.867  -1.730  -0.102
C  -1.046  -2.870  -2.834  -0.172
C  -2.423  -2.609  -2.840  -0.011
C  -3.311  -3.563  -3.294  -0.045
C  -2.841  -4.795  -3.738  -0.028
C  -1.477  -5.064  -3.740  -0.039
C  -0.582  -4.108  -3.297  -0.004
H  1.869  -1.098  -2.300  0.061
H  1.544  -2.226  -3.638  0.113
H  1.719  -2.840  -2.002  0.101
H  -2.771  -1.643  -2.498  0.120
H  -4.373  -3.355  -3.307  0.118
H  -3.534  -5.545  -4.093  0.123
H  -1.112  -6.018  -4.093  0.121
H  0.476  -4.333  -3.296  0.118

Forces on the atoms, in the same order (eV/Å):
Ta -0.8600 -3.4723 1.4964
O -0.3885 0.4981 -0.4799
P 0.6309 0.0389 0.3225
C -0.2939 -0.1843 -0.4978
P 0.2813 -0.3099 0.7737
O -1.0092 1.0023 -0.9092
C 0.1725 0.0397 -0.1360
C 0.0379 0.0594 0.0335
C 0.0156 -0.0087 0.0215
C 0.0028 0.0103 0.0069
C -0.0906 -0.0271 0.0034
C 0.0947 0.0966 -0.0074
C -0.2585 0.1973 0.0270
C -0.0794 0.1329 -0.0586
C 0.0674 -0.0605 -0.0660
C -0.0401 0.0181 0.0343
C 0.0031 -0.0161 0.0274
C 0.0663 0.0217 -0.0234
C -0.0905 -0.3364 -0.1832
C -0.1224 0.1884 0.1250
C -0.0507 -0.0403 0.0344
C -0.0744 0.0364 0.0253
C -0.3828 -0.3292 -0.2593
C 0.5708 0.0924 0.6117
C 0.0716 0.1155 -0.2356
C 0.0450 0.0591 -0.0367
C 0.0253 -0.0108 0.0323
C 0.0157 -0.0104 -0.0240
C -0.0362 -0.0259 0.0170
C 0.0691 -0.0619 -0.0571
H -0.0034 0.0263 0.0219
H -0.0307 0.0115 -0.0267
H 0.0426 -0.0245 0.0129
H -0.0015 -0.0125 -0.0163
H -0.0015 0.0107 0.0061
H 0.0104 0.0206 -0.0151
H -0.0446 -0.1246 0.1245
H 0.0151 -0.0381 0.0205
H -0.0296 0.0131 -0.0087
H 0.0263 0.0354 -0.0142
H 0.0144 0.0079 -0.0111
H -0.0621 -0.0491 0.0255
H 0.0042 0.0456 -0.0188
H 0.0124 -0.0071 0.0039
H 0.0205 -0.0076 0.0298
H 0.0218 -0.0159 -0.0011
H -0.1735 0.0994 -0.2029
H -0.0301 0.0044 0.0503
H -0.0125 0.0225 -0.0032
H -0.0002 -0.0110 -0.0035
H 0.0072 -0.0086 0.0000
H -0.0503 -0.0230 0.0437
C 0.0059 0.0317 -0.1240
C 0.0668 0.0804 0.1001
C 0.0004 -0.0309 -0.0372
C 0.1190 -0.0637 0.0638
C 0.2729 -0.0170 0.3935
C -0.0021 0.1555 0.0530
C 0.0014 0.0199 0.0250
S -0.3373 0.5953 -0.7180
O -0.1267 -0.0188 -0.1879
O 0.1767 -0.2988 0.5157
N 0.5633 0.0387 -0.2810
C -0.6513 0.4731 0.1413
C 0.3353 -0.2620 -0.1130
C -0.1388 0.0841 0.1399
C 0.0437 -0.0077 -0.1234
C 0.1226 -0.0738 -0.0020
C 0.0822 -0.0616 -0.0079
C -0.0899 0.0440 0.0385
C 0.0924 -0.2154 0.0696
N 0.9400 -0.4916 -1.0706
C -0.2557 0.1648 0.0249
H -0.0115 -0.0019 0.0090
H 0.0187 -0.0171 0.0062
H 0.0000 -0.0327 0.0262
H -0.0217 0.0023 -0.0101
H 0.0049 -0.0499 0.0108
H -0.0642 -0.0022 -0.0474
H -0.0258 -0.0337 0.0100
H -0.0729 0.0125 -0.0413
H 0.0138 -0.0209 -0.0247
H 0.0262 0.0215 0.0218
H 0.0145 0.0120 0.0317
H 0.0119 -0.0139 -0.0080
H -0.0776 0.0047 -0.0311
F 0.5749 -0.2964 0.1784
B -0.2253 2.0107 -1.2049
F 0.4342 -0.1418 0.8980
C -0.0482 0.1407 0.0507
C 0.0885 -0.1822 -0.2182
O 0.1745 0.8398 0.8054
C -0.2398 -0.1332 -0.0529
C 0.0938 0.0775 0.0743
C -0.0906 0.0043 0.0089
C 0.1000 0.0219 -0.0281
C 0.0039 -0.0777 -0.0332
C 0.0913 0.1523 0.0355
H 0.0210 -0.0082 0.0015
H -0.0642 -0.0650 0.0038
H 0.0034 -0.0199 0.0072
H -0.0451 -0.0258 -0.0185
H 0.0093 0.0077 0.0059
H -0.0171 0.0120 0.0110
H -0.0193 -0.0077 0.0183
H -0.0102 -0.0246 -0.0321



Entry 3:
Entry from the OMol25 dataset: a structure of composition C39H44IrOP in a non-equilibrium geometry (wB97M-V/def2-TZVPD).

- F_max (eV/A) = 6.00
- LUMO energy (spin up / spin down) (eV) = -1.62 / -4.82
- net charge = +1
- 2S+1 = 6
- <S²> = 8.77

Last column: Löwdin charge in e.
Atoms and positions in Å:
C  0.928  -2.185  -0.737  -0.255
C  1.401  -1.390  -1.821  -0.238
C  0.653  -1.731  -2.994  -0.293
C  -0.318  -2.737  -2.637  -0.378
C  -0.167  -2.995  -1.208  -0.350
Ir  -0.971  -1.077  -1.567  1.411
C  -3.524  0.895  -2.333  -0.281
C  -2.666  0.410  -1.270  -0.256
H  -2.152  1.141  -0.618  0.093
C  -2.770  -0.979  -0.769  -0.267
H  -3.479  -1.648  -1.273  0.080
H  -2.714  -1.011  0.325  0.041
C  -3.562  2.405  -2.374  -0.056
H  -2.810  2.786  -1.641  0.084
H  -3.253  2.720  -3.399  0.083
H  -4.499  2.904  -2.158  0.077
C  -3.163  0.268  -3.631  -0.066
H  -2.210  -0.315  -3.466  0.045
H  -3.876  -0.428  -4.045  0.085
H  -2.960  1.065  -4.367  0.084
C  2.589  -0.488  -1.753  -0.003
H  2.561  0.105  -0.832  0.085
H  3.519  -1.078  -1.725  0.112
H  2.635  0.215  -2.587  0.046
C  0.970  -1.273  -4.378  -0.007
H  1.178  -0.198  -4.392  0.068
H  1.864  -1.790  -4.755  0.109
H  0.145  -1.489  -5.057  0.079
C  -1.246  -3.476  -3.531  -0.021
H  -1.149  -3.114  -4.553  0.080
H  -1.039  -4.548  -3.494  0.100
H  -2.274  -3.319  -3.195  0.083
C  -0.886  -4.042  -0.433  -0.015
H  -1.880  -4.206  -0.852  0.089
H  -0.324  -4.981  -0.464  0.104
H  -0.982  -3.730  0.611  0.068
C  1.560  -2.287  0.606  -0.004
H  0.833  -2.608  1.358  0.079
H  2.391  -3.008  0.606  0.116
H  1.962  -1.314  0.906  0.057
C  2.507  2.516  -2.960  -0.007
C  1.113  2.503  -3.290  -0.047
C  3.620  3.049  -3.509  -0.093
C  1.081  2.696  -4.726  -0.113
H  0.167  2.363  -2.855  0.068
C  3.480  3.341  -4.929  -0.045
H  4.500  3.213  -2.930  0.091
C  2.198  3.099  -5.445  -0.127
H  0.110  2.546  -5.245  0.109
H  4.312  3.718  -5.530  0.107
H  2.080  3.229  -6.532  0.108
O  -0.094  0.487  1.079  -0.355
P  0.068  0.476  2.576  0.771
C  -1.071  -0.683  3.374  -0.275
C  -1.347  -0.619  4.749  -0.072
C  -2.322  -1.455  5.302  -0.062
C  -3.044  -2.332  4.485  -0.064
C  -2.756  -2.410  3.116  -0.066
C  -1.738  -1.623  2.575  -0.098
C  1.739  -0.007  3.050  -0.309
C  1.991  -1.084  3.917  -0.069
C  3.306  -1.499  4.144  -0.066
C  4.372  -0.840  3.527  -0.065
C  4.124  0.246  2.679  -0.069
C  2.815  0.659  2.432  -0.096
C  -0.276  2.088  3.305  -0.278
C  0.583  2.690  4.236  -0.070
C  0.248  3.933  4.781  -0.069
C  -0.934  4.575  4.398  -0.067
C  -1.787  3.973  3.464  -0.069
C  -1.457  2.735  2.910  -0.070
H  -0.804  0.082  5.384  0.117
H  -2.520  -1.412  6.373  0.112
H  -3.828  -2.960  4.912  0.112
H  -3.322  -3.079  2.464  0.111
H  -1.455  -1.715  1.521  0.055
H  1.162  -1.595  4.406  0.103
H  3.490  -2.345  4.809  0.111
H  5.396  -1.169  3.706  0.111
H  4.952  0.775  2.203  0.111
H  2.617  1.501  1.762  0.120
H  1.505  2.190  4.533  0.106
H  0.918  4.397  5.507  0.110
H  -1.192  5.546  4.825  0.110
H  -2.712  4.469  3.166  0.109
H  -2.112  2.263  2.174  0.108

Forces on the atoms, in the same order (eV/Å):
C 0.7610 -0.5063 -0.3130
C 0.0687 -0.5367 0.4253
C 0.0593 -0.6200 -0.2558
C 0.8787 -1.0317 0.3043
C 0.1334 -0.6067 -0.3720
Ir 1.8661 4.1307 -0.9045
C 1.7494 1.1586 -0.5731
C -0.2219 -2.2800 2.0344
H -0.3721 -0.4938 -0.1313
C -2.5314 1.5628 0.8937
H -0.1607 0.3399 0.5175
H -0.1478 -0.4746 -0.3789
C 0.6409 0.4355 -0.2142
H -0.6061 0.0149 -0.5681
H -0.2736 0.0788 0.8146
H -0.3306 -0.1214 0.0863
C 0.4676 -0.2081 -0.5630
H -0.4686 0.2381 -0.4724
H -0.3572 -0.2828 -0.1784
H -0.0887 -0.5914 0.0521
C -0.0085 0.1736 0.2286
H -0.0068 -0.0688 -0.1227
H -0.2749 0.0630 -0.0835
H 0.0051 -0.2969 0.1149
C -0.0190 0.2392 -0.0138
H -0.0447 -0.1355 -0.1064
H -0.1844 0.0669 0.1222
H 0.1041 0.1162 -0.0145
C -0.1653 -0.1290 -0.0186
H -0.1163 -0.1510 -0.0276
H -0.0132 0.0661 -0.1612
H -0.0222 -0.1449 -0.1840
C 0.1284 -0.0926 0.0467
H 0.0633 -0.0810 0.1057
H -0.1383 -0.0011 0.0603
H -0.0659 -0.1863 -0.1006
C -0.0577 0.3698 0.1748
H 0.1591 0.0430 -0.0379
H -0.2270 0.0889 -0.1413
H -0.0678 -0.2858 -0.0260
C -3.0474 0.7248 2.5035
C 4.1368 0.3713 -4.3265
C -0.8269 -0.0564 -2.7674
C -1.0455 -0.0780 1.6036
H -0.4125 -0.5574 1.4485
C -0.7549 -0.5571 2.0658
H 0.6329 -0.0357 0.0968
C 0.9496 0.2043 -1.6500
H 0.7580 0.3088 0.2460
H -0.4210 -0.1240 0.1801
H -0.0576 0.0167 0.5657
O -0.1692 -0.2277 0.2131
P -0.0123 0.0188 -0.5490
C -0.1917 -0.2668 0.2204
C -0.2593 -0.1946 -0.2056
C 0.1604 0.0179 -0.1611
C 0.1381 0.1243 -0.1946
C 0.1667 -0.0017 0.1336
C -0.0022 0.1667 0.1784
C 0.4544 -0.1756 0.2922
C 0.1636 0.3590 -0.2704
C 0.0317 0.0345 -0.0150
C -0.2701 0.0600 -0.0522
C -0.0757 -0.0189 0.0009
C -0.0972 -0.1247 0.2340
C 0.0882 0.2108 0.1734
C -0.3510 0.1119 -0.0650
C -0.0951 -0.0232 -0.1005
C 0.0887 -0.2971 -0.1062
C 0.1637 -0.1167 -0.0146
C 0.1193 0.1784 0.2685
H -0.2035 -0.1040 -0.1548
H 0.0048 -0.0174 -0.3094
H 0.2331 0.2128 -0.1187
H 0.2072 0.1170 0.2844
H -0.1508 0.1273 0.4684
H 0.2364 0.0750 -0.1460
H -0.0092 0.2806 -0.2055
H -0.2956 0.0998 -0.0386
H -0.2274 -0.1943 0.1600
H 0.0777 -0.2885 0.1863
H -0.2398 0.1389 -0.0594
H -0.2207 -0.1018 -0.2216
H 0.0816 -0.2963 -0.1151
H 0.2715 -0.1066 0.0915
H 0.1576 0.1455 0.2137



Number 1: energy -3125.815170 a.u.. Number 2: energy -3740.649074 a.u.. Number 3: energy -2032.952086 a.u..